Entry from the OMol25 dataset: a cluster of 8 separate species, C11H17Cl21 in total at a distorted geometry (ωB97M-V with the def2-TZVPD basis set).

Properties
Orbital gap   0.3948 Ha
LUMO level   0.035 eV
Energy relative to the best compared isomer or geometry (same formula, charge and spin)   1.004 eV
SMILES   ClC(Cl)Cl.ClC(Cl)Cl.ClC(Cl)Cl.ClC(Cl)Cl.ClC(Cl)Cl.ClCCCl.ClCCCl.ClCCCl

XYZ file:
```
49
Properties=species:S:1:pos:R:3:forces:R:3
Cl 3.005955 -2.299548 -0.470843 0.19 -0.90 -0.87
C 3.050725 -1.080508 0.758997 -0.92 0.40 1.18
C 2.003045 -0.014408 0.473267 0.30 0.31 -0.06
Cl 2.429775 0.952152 -1.003653 -0.42 -0.30 0.75
H 4.086925 -0.799548 0.947287 -0.27 0.50 -0.30
H 2.674085 -1.538478 1.673607 0.22 -0.22 0.14
H 1.819285 0.635062 1.329147 0.72 0.39 -0.11
H 1.022655 -0.481208 0.378137 0.18 -0.19 -0.74
Cl -3.399575 4.083832 -7.121573 0.23 0.59 0.76
C -3.304745 4.928262 -5.504183 -0.66 -0.47 0.05
C -4.523065 4.534462 -4.649563 0.61 0.68 -0.28
Cl -4.497225 2.807832 -4.325523 -0.19 -0.58 0.10
H -3.265075 6.004402 -5.672883 -0.15 -0.12 -0.14
H -2.398515 4.623512 -4.980763 0.01 -0.13 -0.33
H -5.463775 4.813422 -5.124263 0.11 -0.15 -0.03
H -4.460055 5.010972 -3.671263 0.03 0.20 -0.13
Cl -4.971315 1.575022 2.528947 0.38 0.30 -0.70
C -5.915285 0.245662 3.168727 -0.60 0.08 1.26
C -7.223565 -0.048858 2.467527 0.18 0.53 -1.13
Cl -8.330165 1.397542 2.409607 0.25 -0.65 0.56
H -6.132355 0.589002 4.180217 -0.20 -0.25 0.08
H -5.283425 -0.634658 3.286567 -0.10 -0.05 -0.42
H -7.686785 -0.933938 2.903607 -0.29 0.37 0.19
H -7.107635 -0.219158 1.397167 0.38 -0.32 0.17
C 1.165815 -9.147948 -3.270373 0.62 0.65 0.95
Cl -0.409005 -9.835628 -2.813553 0.63 -0.05 -0.41
Cl 1.529585 -9.121348 -4.991683 -0.41 -0.14 0.28
Cl 2.550625 -9.849078 -2.363433 -0.45 -0.39 -0.22
H 1.189685 -8.137738 -2.861713 -0.39 -0.06 -0.60
C 10.091625 3.144282 6.224147 -0.58 0.42 -0.73
Cl 10.627715 2.529462 7.726147 0.51 -0.52 1.00
Cl 9.036035 4.566842 6.536687 0.09 -0.54 -0.45
Cl 9.279275 1.827892 5.286387 0.29 0.91 0.28
H 10.948525 3.523782 5.667547 -0.31 -0.28 -0.10
C 3.007305 -1.115648 -7.300133 -0.17 -0.06 -1.08
Cl 4.171585 0.171872 -7.753673 -0.56 -0.58 0.19
Cl 3.732085 -2.732388 -7.484983 -0.10 0.53 0.20
Cl 1.526845 -1.050738 -8.396363 1.07 0.16 1.10
H 2.746805 -0.964088 -6.252633 -0.25 -0.05 -0.40
C -2.262595 -6.727858 3.698077 -1.01 -0.25 0.47
Cl -3.290535 -6.054648 2.394287 0.50 -0.40 0.41
Cl -3.256725 -7.831878 4.762907 0.59 0.55 -0.73
Cl -1.618625 -5.420178 4.687637 0.13 -0.19 -0.19
H -1.460145 -7.333788 3.277347 -0.21 0.29 0.03
C 0.824015 6.999292 3.548547 -0.27 0.37 0.22
Cl 0.486325 8.516482 2.677217 -0.18 -0.20 0.38
Cl 0.842095 7.221632 5.331327 -0.22 0.00 -0.72
Cl 2.357995 6.393252 3.014937 0.58 -0.41 -0.14
H 0.053815 6.277352 3.277067 0.10 0.24 0.26
```
Forces are in eV/Å.

=====

Entry from the OMol25 dataset: a structure of composition C11H17CoN3O5Se (ωB97M-V with the def2-TZVPD basis set).

Properties
Orbital gap (alpha / beta)   0.3114 / 0.3068 Ha
Spin multiplicity   4
LUMO level (alpha / beta)   0.209 / 0.083 eV
<S²>   3.757

XYZ file:
```
38
Properties=species:S:1:pos:R:3:forces:R:3
Co 0.704159 2.433577 -0.762030 -0.38 -0.17 0.29
O -1.338384 1.839663 -0.968695 0.01 0.04 0.01
C -1.798969 1.274345 0.272474 0.01 0.09 -0.07
C -1.324091 2.181724 1.380541 0.11 -0.03 0.00
N 0.134122 2.326267 1.303959 0.02 0.16 0.07
C 0.588113 3.654498 1.753306 0.00 -0.17 0.02
C 0.215230 4.698900 0.693699 0.09 -0.03 -0.33
O -0.280092 5.755710 1.012495 0.05 0.02 -0.01
O 0.506677 4.315715 -0.524711 -0.04 0.13 0.15
C 0.892977 1.214390 1.878367 -0.06 0.08 -0.06
C 2.140944 0.876128 1.051389 -0.01 0.28 -0.21
O 3.014718 0.206197 1.564132 0.01 -0.01 -0.03
O 2.120528 1.292214 -0.181626 0.30 -0.10 0.26
H -1.417309 1.145729 -1.648014 0.04 -0.10 0.05
H -2.886777 1.217146 0.268582 -0.06 -0.01 -0.04
H -1.387984 0.267399 0.375522 0.01 -0.05 -0.03
H -1.774569 3.167951 1.259413 0.01 0.00 -0.01
H -1.642181 1.777300 2.346281 -0.02 0.04 0.07
H 0.178181 3.931248 2.726067 -0.04 -0.02 0.04
H 1.678222 3.628596 1.817948 0.00 0.01 0.05
H 1.183105 1.396722 2.915088 -0.03 -0.01 0.02
H 0.273335 0.314384 1.854792 -0.01 -0.01 0.06
C 1.905448 -2.107207 0.041498 -0.08 -0.11 0.01
N 0.801168 -2.842869 -0.574069 0.32 -0.04 0.06
C 0.475776 -4.162548 -0.309785 0.05 0.22 0.00
C -0.545862 -4.485691 -1.123995 -0.11 0.08 -0.08
N -0.834049 -3.360693 -1.880478 -0.01 -0.07 -0.10
C -1.838500 -3.273873 -2.927668 0.02 0.00 0.08
C 0.002652 -2.352365 -1.544262 -0.06 -0.19 0.31
Se 0.061311 -0.662770 -2.270985 -0.12 0.00 -0.48
H 2.819242 -2.693248 -0.030224 -0.02 -0.02 0.01
H 1.692783 -1.897231 1.087958 -0.01 -0.04 -0.03
H 2.042357 -1.169598 -0.490556 -0.03 -0.06 -0.01
H 0.996025 -4.744899 0.431489 -0.01 0.06 -0.05
H -1.093874 -5.405743 -1.227100 0.00 0.05 -0.04
H -2.259083 -4.264087 -3.079755 -0.01 -0.01 0.00
H -1.381215 -2.916308 -3.846476 0.04 0.00 -0.02
H -2.624142 -2.576674 -2.644567 -0.02 0.01 0.03
```
Forces are in eV/Å.

=====

Entry from the OMol25 dataset: a structure of composition C11H17LiN4O7 at a distorted geometry (ωB97M-V with the def2-TZVPD basis set).

Properties
Orbital gap   0.1679 Ha
LUMO level   4.342 eV
Energy relative to the best compared isomer or geometry (same formula, charge and spin)   1.164 eV
Net charge   -2

XYZ file:
```
40
Properties=species:S:1:pos:R:3:forces:R:3
Li -16.045190 1.533050 -26.688510 -0.10 0.59 -0.81
C -10.873270 0.573360 -26.076700 -0.71 2.91 2.67
C -10.734610 1.569530 -24.982670 -2.43 -1.39 -2.77
C -11.870000 2.788450 -24.910790 -0.56 -0.37 -0.82
O -11.838200 3.716160 -24.079080 0.61 -1.15 -0.39
C -12.982570 2.639660 -25.868510 3.56 1.67 3.76
C -13.013850 1.711170 -26.840900 -3.31 0.16 0.10
C -11.927960 0.664590 -26.928910 1.50 -2.64 -4.82
O -11.813510 -0.156620 -27.965440 -2.00 1.45 1.46
O -14.158590 1.752100 -27.451070 0.94 -2.11 -1.08
O -9.896400 1.360180 -24.161300 2.21 0.92 2.87
H -10.150570 -0.214300 -26.230610 0.13 0.14 0.17
H -13.785910 3.323000 -25.635920 -0.24 -0.05 -0.53
C -17.840450 -0.690600 -28.276590 0.61 -2.00 0.83
C -18.390790 0.671430 -28.429380 1.07 3.30 1.09
C -19.790650 0.676280 -27.836860 -0.41 -0.03 -0.33
O -17.658460 1.795920 -27.890290 -0.69 -2.42 -0.46
H -16.812870 -0.946770 -28.534590 0.22 0.81 -0.37
H -18.454810 -1.356760 -28.882300 -0.23 -0.35 -0.07
H -17.915240 -1.030700 -27.243710 -0.16 -0.05 0.29
H -18.541840 0.729510 -29.507300 0.01 0.75 -0.77
H -20.428940 0.074430 -28.483740 -0.49 -0.24 0.02
H -20.179770 1.694180 -27.812940 0.06 0.03 0.01
H -19.814600 0.248260 -26.834700 0.09 0.02 0.22
C -17.257910 3.556010 -24.639560 2.61 -1.55 -2.04
O -16.335490 3.196050 -25.348310 0.62 0.26 0.40
N -18.333580 2.844430 -24.467930 -4.44 -2.89 0.41
N -17.293440 4.630580 -23.888630 0.45 3.97 1.91
H -18.430000 1.913210 -24.846910 0.40 0.36 -0.72
H -19.213950 3.323530 -24.343370 0.16 -0.21 0.14
H -16.444370 5.061420 -23.551650 -0.19 0.00 -0.50
H -18.165240 4.884450 -23.446350 0.56 -0.14 0.17
C -15.694850 -1.052470 -25.205040 -2.95 4.56 -0.98
O -16.317220 -0.013120 -25.532710 0.28 -1.21 0.83
N -14.600270 -1.417300 -25.756190 4.97 -0.35 -2.62
N -16.099720 -1.906550 -24.319860 -1.49 -3.08 3.27
H -13.888410 -1.934900 -25.260750 -0.31 -0.12 0.08
H -14.143920 -0.709640 -26.313920 -0.02 0.22 -0.62
H -16.921350 -1.836300 -23.736690 0.32 0.26 -0.46
H -15.502780 -2.718700 -24.255230 -0.64 -0.02 0.45
```
Forces are in eV/Å.

=====

Entry from the OMol25 dataset: a cluster of 2 separate species, C11H17N2 in total at a distorted geometry (ωB97M-V with the def2-TZVPD basis set).

Properties
Orbital gap   0.3074 Ha
LUMO level   -2.872 eV
Energy relative to the best compared isomer or geometry (same formula, charge and spin)   0.181 eV
Net charge   +1

XYZ file:
```
30
Properties=species:S:1:pos:R:3:forces:R:3
C 2.089797 2.469027 0.012949 1.50 -0.14 0.16
C 0.741484 1.862664 2.088132 0.40 -0.56 0.21
C 0.921305 1.908826 0.736495 0.04 0.20 0.46
C -1.162039 1.057997 1.238532 0.63 -0.85 0.46
C -0.283931 1.383216 0.191470 -0.65 0.33 -1.24
C -2.390077 0.425114 1.055344 -0.54 0.15 -0.01
C -0.748539 1.178814 -1.129152 0.14 0.12 0.43
C -2.872587 0.303716 -0.233345 1.21 -0.12 -0.43
C -1.995479 0.604706 -1.301077 -0.35 0.55 -0.35
N -0.470457 1.292191 2.402998 -0.31 0.26 0.07
H 1.451343 2.031291 2.886155 -0.09 0.41 -0.11
H -0.897089 1.388433 3.309514 0.01 -0.18 0.00
H 2.950790 1.790865 -0.124588 -0.62 -0.44 -0.12
H 2.609906 3.224967 0.613280 -0.60 0.35 -0.21
H -2.931065 0.021824 1.900494 -0.24 0.35 0.10
H -0.196665 1.542850 -1.992964 0.12 -0.32 0.12
H -3.862909 -0.004141 -0.508977 -0.27 -0.45 0.37
H -2.312980 0.409486 -2.315691 -0.31 0.24 -0.13
H 1.858547 2.846965 -0.978797 -0.17 0.25 0.08
C 0.599813 -2.129791 -0.114790 0.67 0.36 -0.23
C 1.786178 -2.949048 -0.555206 0.11 -0.64 -0.90
N -0.363821 -1.929805 -1.262671 -0.42 0.44 0.37
H 0.105054 -2.581639 0.737421 -0.35 0.06 -0.11
H 0.899436 -1.119380 0.121010 0.09 0.21 0.47
H 2.411563 -2.475317 -1.308599 -0.01 0.61 0.07
H 1.424385 -3.826279 -1.099124 0.07 -0.39 0.48
H -1.221328 -2.480873 -1.183912 0.27 -0.18 -0.16
H -0.687398 -0.925967 -1.268986 0.03 -0.30 0.08
H 0.086034 -2.076285 -2.164213 -0.03 -0.31 -0.03
H 2.460729 -3.244428 0.248300 -0.36 -0.02 0.09
```
Forces are in eV/Å.